This record from the OMol25 dataset describes 9 unconnected molecules or ions with the total composition C21H62N4O9 in a non-equilibrium geometry. The level of theory is ωB97M-V/def2-TZVPD.

Bonds (Å) are listed after each position.
Element x y z (Å)
1 C 1.60 1.41 3.62  C2 1.501, H12 1.118, H13 1.072, H14 1.096
2 C 2.74 0.63 3.04  C1 1.501, C3 1.545, C4 1.531, N10 1.510
3 C 3.90 0.54 4.06  C2 1.545, H15 1.128, H16 1.089, H17 1.119
4 C 2.26 -0.76 2.62  C2 1.531, C5 1.618, H18 1.100, H19 1.085
5 C 3.21 -1.54 1.57  C4 1.618, C6 1.565, H20 1.099, H21 1.074
6 C 3.49 -0.56 0.38  C5 1.565, C7 1.538, H22 1.009, H23 1.116
7 C 4.02 0.83 0.78  C6 1.538, C8 1.522, C9 1.554, N10 1.483
8 C 5.47 0.83 1.23  C7 1.522, H24 1.116, H25 1.142, H26 1.126
9 C 3.97 1.82 -0.41  C7 1.554, H27 1.074, H28 1.105, H29 1.080
10 N 3.01 1.35 1.74  C2 1.510, C7 1.483, O11 1.522
11 O 3.64 2.67 2.17  N10 1.522, H30 0.959
12 H 2.01 2.27 4.20  C1 1.118
13 H 1.04 1.73 2.77  C1 1.072
14 H 1.06 0.80 4.36  C1 1.096
15 H 4.58 1.44 4.05  C3 1.128
16 H 3.44 0.53 5.04  C3 1.089
17 H 4.44 -0.43 3.95  C3 1.119
18 H 2.16 -1.38 3.53  C4 1.100
19 H 1.29 -0.59 2.17  C4 1.085
20 H 4.18 -1.81 2.01  C5 1.099
21 H 2.75 -2.44 1.18  C5 1.074
22 H 2.66 -0.42 -0.17  C6 1.009
23 H 4.18 -1.06 -0.35  C6 1.116
24 H 5.73 0.21 2.13  C8 1.116
25 H 5.77 1.87 1.57  C8 1.142
26 H 6.11 0.57 0.34  C8 1.126
27 H 3.00 1.95 -0.85  C9 1.074
28 H 4.66 1.37 -1.14  C9 1.105
29 H 4.43 2.75 -0.10  C9 1.080
30 H 2.95 3.33 2.07  O11 0.959
31 C 0.06 -2.79 5.57  O32 1.448, H37 1.086, H38 1.112, H39 1.127
32 O -1.00 -2.23 4.75  C31 1.448, C33 1.459
33 C -1.10 -3.00 3.51  O32 1.459, C34 1.510, H40 1.073, H41 1.044
34 C -2.31 -2.61 2.70  C33 1.510, C35 1.524, N36 1.478, H42 1.042
35 C -2.49 -3.60 1.55  C34 1.524, H43 1.093, H44 1.079, H45 1.105
36 N -2.09 -1.28 2.11  C34 1.478, H46 1.035, H47 1.019
37 H 0.07 -2.14 6.44  C31 1.086
38 H 1.04 -2.72 5.07  C31 1.112
39 H -0.13 -3.83 5.95  C31 1.127
40 H -0.25 -2.93 2.87  C33 1.073
41 H -1.19 -4.00 3.80  C33 1.044
42 H -3.17 -2.51 3.28  C34 1.042
43 H -1.56 -3.83 1.03  C35 1.093
44 H -3.16 -3.13 0.84  C35 1.079
45 H -3.07 -4.46 1.93  C35 1.105
46 H -2.98 -0.77 1.97  N36 1.035
47 H -1.49 -0.70 2.70  N36 1.019
48 C 0.58 3.11 -3.83  O49 1.444, H54 1.128, H55 1.062, H56 1.122
49 O 1.39 1.92 -3.89  C48 1.444, C50 1.439
50 C 0.55 0.77 -3.68  O49 1.439, C51 1.499, H57 1.102, H58 1.105
51 C 1.49 -0.37 -3.41  C50 1.499, C52 1.537, N53 1.464, H59 1.096
52 C 2.39 -0.62 -4.64  C51 1.537, H60 1.098, H61 1.080, H62 1.110
53 N 0.78 -1.58 -3.00  C51 1.464, H63 1.019, H64 1.009
54 H 0.24 3.37 -2.78  C48 1.128
55 H -0.29 2.95 -4.41  C48 1.062
56 H 1.29 3.92 -4.16  C48 1.122
57 H -0.08 0.94 -2.79  C50 1.102
58 H -0.10 0.63 -4.56  C50 1.105
59 H 2.09 -0.06 -2.55  C51 1.096
60 H 2.85 0.28 -5.06  C52 1.098
61 H 1.79 -1.05 -5.43  C52 1.080
62 H 3.15 -1.40 -4.43  C52 1.110
63 H 0.32 -1.35 -2.11  N53 1.019
64 H 1.52 -2.24 -2.80  N53 1.009
65 C -4.76 -1.17 -6.25  O66 1.419, H71 1.080, H72 1.108, H73 1.118
66 O -4.23 -1.09 -4.93  C65 1.419, C67 1.418
67 C -4.27 0.20 -4.34  O66 1.418, C68 1.523, H74 1.098, H75 1.107
68 C -3.88 0.10 -2.87  C67 1.523, C69 1.538, N70 1.436, H76 1.133
69 C -3.72 1.52 -2.31  C68 1.538, H77 1.128, H78 1.092, H79 1.138
70 N -2.69 -0.69 -2.70  C68 1.436, H80 1.015, H81 0.981
71 H -4.68 -2.23 -6.46  C65 1.080
72 H -4.11 -0.73 -7.03  C65 1.108
73 H -5.83 -0.86 -6.30  C65 1.118
74 H -3.56 0.79 -4.93  C67 1.098
75 H -5.30 0.60 -4.45  C67 1.107
76 H -4.66 -0.51 -2.31  C68 1.133
77 H -2.93 2.08 -2.88  C69 1.128
78 H -3.55 1.61 -1.24  C69 1.092
79 H -4.67 2.13 -2.48  C69 1.138
80 H -1.99 -0.46 -3.40  N70 1.015
81 H -2.86 -1.65 -2.81  N70 0.981
82 O -3.88 2.64 2.42  H83 1.025, H84 0.927
83 H -2.90 2.39 2.24  O82 1.025
84 H -3.76 3.40 2.94  O82 0.927
85 O -1.40 2.06 1.30  H86 0.984, H87 0.970
86 H -0.74 2.63 0.84  O85 0.984
87 H -1.54 1.27 0.75  O85 0.970
88 O -1.08 -0.32 -0.37  H89 0.971, H90 0.987
89 H -1.83 -0.31 -0.99  O88 0.971
90 H -1.28 -0.83 0.46  O88 0.987
91 O -4.78 -0.32 3.07  H92 0.939, H93 0.987
92 H -5.71 -0.31 2.90  O91 0.939
93 H -4.53 0.60 2.84  O91 0.987
94 O 0.71 2.70 -0.34  H95 0.922, H96 1.005
95 H 0.20 2.05 -0.74  O94 0.922
96 H 1.32 2.15 0.25  O94 1.005

## Properties
Max |F| ... 3.63 eV/A
Frontier orbital gap ... 9.88 eV
LUMO ... 0.62 eV
Structure (SMILES) ... CC1(C)CCCC(C)(C)N1O.COC[C@H](C)N.COC[C@H](C)N.COC[C@H](C)N.O.O.O.O.O
Relative energy (zero: lowest compared OMol25 entry of this formula, charge and spin) ... 0.000 eV
Charge ... 0